Run a
Below is a molecular structure, C3H3BiO2, with properties calculated with ωB97M-V/def2-TZVPD.

Each line ends with the Mulliken charge.
Element x y z (Å)
O  -0.470  0.929  0.763  -0.4155
C  1.654  -2.425  -0.426  0.2848
O  1.709  -1.338  -0.099  -0.1239
Bi  1.381  0.718  0.551  1.7833
C  -1.581  0.286  0.437  0.1371
H  -1.979  -0.368  1.227  0.3740
H  -2.008  1.245  -1.420  0.2523
C  -2.288  0.481  -0.690  -0.5725
H  -3.128  -0.174  -0.919  0.2804

Computed properties:
- HOMO-LUMO gap: 5.025 eV
- LUMO: -13.117 eV
- Charge: +2
- E_HOMO: -18.1 eV

***

Run b
Below is a molecular structure, C3H3BiO2, with properties calculated with ωB97M-V/def2-TZVPD.

Each line ends with the Mulliken charge.
Element x y z (Å)
C  -1.722  -0.639  0.071  -0.2076
C  -1.858  0.819  0.005  0.0181
H  -2.317  1.278  -0.877  0.2765
H  -2.423  -1.460  -0.026  0.4022
H  -1.997  1.376  0.938  0.2667
O  0.725  -1.251  0.061  -0.4383
C  -0.354  -0.597  -0.121  0.6197
O  -0.179  0.789  -0.172  -0.3522
Bi  1.839  0.405  -0.177  1.4148

Computed properties:
- HOMO-LUMO gap (alpha / beta): 7.979 / 6.015 eV
- LUMO (alpha / beta): -11.891 / -12.635 eV
- Charge: +2
- E_HOMO (alpha / beta): -19.9 / -18.7 eV

***

Going by the computed energies, the most stable comes first: run b, run a.

***

Run a
Below is 2 unconnected molecules or ions with the total composition H3NO3Si, with properties calculated with ωB97M-V/def2-TZVPD.

Each line ends with the Mulliken charge.
Element x y z (Å)
O  0.831  -0.568  -0.424  -0.4297
Si  2.053  -0.281  0.418  0.5281
H  3.413  -0.451  0.060  -0.0616
H  1.578  0.217  1.636  -0.0711
O  -2.851  1.233  -1.252  -0.3857
N  -1.876  0.573  -0.953  0.3011
O  -2.068  -0.248  0.155  -0.3409
H  -1.079  -0.475  0.358  0.4597

Computed properties:
- HOMO-LUMO gap: 8.851 eV
- LUMO: -0.923 eV
- E_HOMO: -9.8 eV

***

Run b
Below is a single H3NO3Si molecule, with properties calculated with ωB97M-V/def2-TZVPD.

Each line ends with the Mulliken charge.
Element x y z (Å)
O  -1.626  0.393  0.652  -0.5705
N  -0.980  -0.548  0.996  1.1571
O  -1.256  -1.334  1.846  -0.5335
O  0.205  -0.739  0.355  -0.2604
Si  0.736  0.388  -0.808  0.4132
H  0.346  1.635  -0.245  -0.0695
H  2.293  0.295  -0.699  -0.0683
H  0.283  -0.090  -2.098  -0.0681

Computed properties:
- HOMO-LUMO gap: 12.016 eV
- LUMO: 0.459 eV
- E_HOMO: -11.6 eV

***

Going by the computed energies, the most stable comes first: run b, run a.

***

Run a
Below is a single C5H10O2S molecule, with properties calculated with ωB97M-V/def2-TZVPD.

Each line ends with the Mulliken charge.
Element x y z (Å)
C  1.062  -1.337  -0.962  -0.7152
C  1.203  -0.281  0.320  -0.2198
O  2.272  0.817  -0.064  -0.6036
C  0.091  0.336  0.881  0.0792
C  -1.166  -0.537  1.098  -0.4692
S  -2.295  -0.331  -0.197  -0.1462
C  -1.537  1.341  -0.729  -0.3742
O  -0.353  1.524  0.117  -0.5137
H  0.238  -1.986  -0.304  0.2129
H  1.963  -1.747  -1.385  0.3787
H  0.417  -0.714  -1.722  0.1160
H  1.783  -0.917  1.037  0.3090
H  1.675  1.693  -0.268  0.3897
H  0.513  0.969  1.676  0.3632
H  -1.612  -0.575  2.139  0.3662
H  -0.781  -1.512  0.866  0.2209
H  -1.230  1.101  -1.815  0.2335
H  -2.243  2.157  -0.687  0.3726

Computed properties:
- HOMO-LUMO gap: 9.670 eV
- LUMO: 0.694 eV
- E_HOMO: -9.0 eV

***

Run b
Below is a single C5H10O2S molecule, with properties calculated with ωB97M-V/def2-TZVPD.

Each line ends with the Mulliken charge.
Element x y z (Å)
C  0.898  0.210  -1.552  -1.1879
C  -0.189  1.033  -0.911  0.1437
O  -1.440  0.861  -1.644  -0.5957
C  -0.501  0.576  0.544  -0.0148
C  0.623  0.431  1.539  -0.6766
S  1.215  -1.237  1.535  -0.1377
C  -0.385  -1.774  0.861  -0.4272
O  -1.199  -0.664  0.437  -0.4883
H  1.782  0.407  -0.971  0.3300
H  1.078  0.456  -2.601  0.3633
H  0.630  -0.841  -1.484  0.1893
H  0.117  2.095  -0.897  0.3754
H  -1.851  0.052  -1.300  0.3890
H  -1.251  1.308  0.862  0.3340
H  0.243  0.687  2.566  0.3700
H  1.418  1.151  1.431  0.4090
H  -0.184  -2.464  -0.062  0.2846
H  -1.005  -2.285  1.647  0.3399

Computed properties:
- HOMO-LUMO gap: 9.676 eV
- LUMO: 0.723 eV
- E_HOMO: -9.0 eV

***

Going by the computed energies, the most stable comes first: run b, run a.